Record 1
C31H33Cl2GaNO2STe as an isolated structure. Source: OMol25; level of theory: wB97M-V/def2-TZVPD.

The calculation puts the HOMO-LUMO gap (spin up / spin down) at 7.5 / 6.2 eV.

The geometry in ORCA input format:
```
! wB97M-V def2-TZVPD RIJCOSX def2/J DEFGRID3
* xyz 2 2
Ga 0.40048 0.99595 -1.50213
Cl 2.66198 2.16899 -2.36443
C 2.11654 3.87359 -2.57343
Cl 0.38353 3.99285 -2.30754
H 2.35353 4.15701 -3.59160
H 2.64504 4.46468 -1.83485
C -6.75732 -1.01247 -3.10569
C -5.59571 -0.52658 -2.28851
C -5.51528 -0.78233 -0.92919
C -4.45140 -0.34827 -0.13003
C -4.49236 -0.63070 1.34974
C -3.44584 0.31552 -0.82233
Te -1.78801 0.67844 0.55421
N 0.08229 1.46754 0.31011
C 0.47483 1.67989 1.68947
O -0.27060 1.34036 2.59335
C 1.77099 2.34817 1.95993
C 1.90946 2.94225 3.21514
C 3.07555 3.61932 3.53057
C 4.10667 3.69851 2.60317
C 3.97701 3.08677 1.36303
C 2.80990 2.41289 1.04664
C -1.20966 -1.34538 0.76885
C -0.76092 -1.66143 2.05236
C -0.37807 -2.95815 2.35443
C -0.44609 -3.93428 1.37153
C -0.89304 -3.60896 0.10069
C -1.29091 -2.31316 -0.24040
C -1.77124 -2.08189 -1.64651
C -3.50298 0.70575 -2.15421
C -2.50437 1.59961 -2.82026
C -4.59185 0.23964 -2.87981
H -7.50714 -1.49888 -2.48581
H -6.42432 -1.72738 -3.85951
H -7.23149 -0.18332 -3.63084
H -6.31871 -1.32134 -0.44024
H -5.49328 -0.95994 1.61853
H -4.27276 0.25754 1.94474
H -3.80088 -1.42227 1.64300
H 1.09623 2.88140 3.92510
H 3.18012 4.08898 4.49901
H 5.01326 4.23497 2.85062
H 4.79156 3.13203 0.65189
H 2.72090 1.90970 0.10252
H -0.72976 -0.90137 2.82044
H -0.05325 -3.20484 3.35643
H -0.15855 -4.95309 1.59594
H -0.94781 -4.38185 -0.65657
H -1.32172 -2.81312 -2.31670
H -1.52222 -1.08750 -2.02377
H -2.85557 -2.18904 -1.72269
H -2.06294 2.31127 -2.11711
H -2.97915 2.18245 -3.60813
H -1.69950 1.02503 -3.29225
H -4.67512 0.50863 -3.92669
C 2.56672 -2.84157 -1.31042
S 1.91020 -1.55889 -0.26569
O 1.60148 -0.46637 -1.36323
C 3.32904 -1.04955 0.62314
C 4.55518 -0.77162 0.01956
C 5.60549 -0.36366 0.81753
C 5.42894 -0.23542 2.19489
C 4.20424 -0.50250 2.78374
C 3.13831 -0.90801 1.99326
H 3.39442 -2.46237 -1.90493
H 1.75401 -3.17732 -1.95077
H 2.89175 -3.65159 -0.65822
H 4.68931 -0.87740 -1.04973
H 6.57048 -0.15529 0.37573
H 6.26246 0.07517 2.81100
H 4.07569 -0.39620 3.85198
H 2.17226 -1.12954 2.43193
*
```



Record 2
A 2-piece molecular cluster, C3H2Br2O overall. Source: OMol25; level of theory: wB97M-V/def2-TZVPD.

The calculation puts the HOMO-LUMO gap (spin up / spin down) at 7.6 / 8.1 eV.

The geometry in ORCA input format:
```
! wB97M-V def2-TZVPD RIJCOSX def2/J DEFGRID3
* xyz 0 1
C 2.29327 0.40223 0.25907
C -0.69801 -0.10248 0.08648
C -1.66043 -0.12300 -0.74202
O 3.04076 -0.03354 -0.52111
Br 2.60175 1.20901 1.91121
Br -3.33085 -1.23198 -0.35394
H -0.46363 -0.44305 1.06701
H -1.78285 0.32282 -1.70668
*
```



Record 3
C27H49As3BrFeN6O2S as an isolated structure. Source: OMol25; level of theory: wB97M-V/def2-TZVPD.

The calculation puts the HOMO-LUMO gap (spin up / spin down) at 6.3 / 7.3 eV.

The geometry in ORCA input format:
```
! wB97M-V def2-TZVPD RIJCOSX def2/J DEFGRID3
* xyz 2 2
Fe -0.34857 0.06023 -0.48074
C -0.84362 -1.43482 2.72462
As 0.47231 -1.46695 1.29762
C 0.75534 -3.39747 1.13979
C 2.00482 -0.73955 2.27864
C 3.35196 -0.59679 1.57512
C 3.86333 -1.95933 1.10058
C 3.25876 0.37596 0.39807
As 2.00829 0.01488 -1.06874
C 2.53733 1.47020 -2.25215
C 2.63493 -1.51472 -2.09986
C 4.38938 -0.04699 2.57672
As 4.18132 1.54452 3.77817
C 2.94432 2.75235 2.82275
C 2.89231 0.85870 5.09909
H -0.50391 -2.11316 3.50841
H -1.80559 -1.77592 2.35704
H -0.92149 -0.43053 3.13480
H 1.34035 -3.73086 1.99751
H 1.27777 -3.66735 0.22571
H -0.21349 -3.89016 1.15488
H 2.11577 -1.37519 3.16212
H 1.65167 0.23255 2.62353
H 3.19312 -2.43009 0.38048
H 3.97192 -2.64106 1.94565
H 4.84334 -1.86120 0.63078
H 4.24935 0.49407 -0.04933
H 2.93852 1.35909 0.74451
H 3.61876 1.44327 -2.38360
H 2.25460 2.42481 -1.81031
H 2.05881 1.35972 -3.22122
H 3.71998 -1.46462 -2.18433
H 2.19250 -1.44776 -3.09208
H 2.36001 -2.46490 -1.64677
H 5.31922 0.13342 2.03009
H 4.63229 -0.84106 3.29097
H 3.39867 3.12610 1.90557
H 2.78525 3.61144 3.47464
H 1.97271 2.30188 2.60909
H 3.23668 -0.09947 5.48857
H 1.87777 0.75723 4.71731
H 2.87637 1.56001 5.93264
C -2.78103 -4.94929 -1.51647
C -1.56873 -4.21438 -2.04597
N -1.35915 -3.02728 -1.22789
C -2.37894 -2.25367 -0.76136
N -2.06775 -1.07221 -0.25203
C -3.15274 -0.19082 0.18738
C -4.35001 -0.96741 0.69963
C -4.77278 -1.94898 -0.37072
N -3.62831 -2.75505 -0.78969
C -3.95571 -3.99378 -1.50053
H -2.58236 -5.31383 -0.50689
H -3.00952 -5.81005 -2.14252
H -1.71204 -3.93705 -3.09621
H -0.67443 -4.83394 -1.98127
H -0.51384 -2.51046 -1.40701
H -3.45361 0.45748 -0.64526
H -2.76286 0.46045 0.97360
H -5.17048 -0.29481 0.94472
H -4.08983 -1.51401 1.60834
H -5.19043 -1.42633 -1.23783
H -5.53828 -2.62791 0.00360
H -4.27186 -3.75472 -2.52195
H -4.80914 -4.44075 -0.99164
Br -2.18647 7.33966 0.46888
C -1.80895 5.69225 1.29667
C -1.92078 5.56346 2.68297
N -1.66598 4.43197 3.32222
C -1.27862 3.37940 2.62068
C -1.14361 3.41204 1.23531
C -1.42060 4.59545 0.55420
C -0.72738 2.20552 0.51349
O -0.23159 1.21267 1.15512
O -0.85077 2.05948 -0.74591
H -2.22735 6.41083 3.28522
H -1.07011 2.47075 3.17412
H -1.32996 4.65543 -0.52136
S -0.76860 -0.40699 -2.80574
C -0.58555 0.94204 -3.82884
N -0.61710 0.80115 -5.15020
C -0.55593 2.08779 -5.85050
C -0.50361 3.09654 -4.67953
N -0.46336 2.22270 -3.49820
H -0.65722 -0.09671 -5.60037
H -1.43369 2.22810 -6.47825
H 0.33485 2.13833 -6.47441
H -1.38453 3.73516 -4.64661
H 0.38284 3.72608 -4.71923
H -0.63523 2.52524 -2.54810
*
```



Record 4
One molecule with the formula C3H2ClFS. Source: OMol25; level of theory: wB97M-V/def2-TZVPD.

As for the SMILES: F/C(Cl)=C/C=S. The calculation puts the HOMO-LUMO gap at 8.1 eV.

The geometry in ORCA input format:
```
! wB97M-V def2-TZVPD RIJCOSX def2/J DEFGRID3
* xyz 0 1
C 0.32127 1.10471 0.31246
C 0.46554 -0.20687 0.21594
C -0.54669 -1.04098 -0.38731
H 1.18481 -0.72841 0.79411
H -1.49024 -0.56734 -0.57773
F 1.27987 1.82802 0.97969
S -0.39875 -2.56975 -0.90886
Cl -0.81582 2.18062 -0.42830
*
```



Record 5
C40H49I2MoN2O4S2Sb2 as an isolated structure. Source: OMol25; level of theory: wB97M-V/def2-TZVPD.

The calculation puts the HOMO-LUMO gap (spin up / spin down) at 6.9 / 6.4 eV.

The geometry in ORCA input format:
```
! wB97M-V def2-TZVPD RIJCOSX def2/J DEFGRID3
* xyz 3 3
Mo -0.24449 -0.12211 0.25835
I -3.81541 -3.55046 -1.51107
C -3.77694 -2.46499 0.25114
C -4.83177 -2.59015 1.19607
C -4.83328 -1.89145 2.37081
I -6.38320 -2.18075 3.71845
C -3.77332 -0.98387 2.65026
C -3.65607 -0.17007 3.79368
C -2.59580 0.69580 3.91808
C -1.63271 0.75280 2.91312
N -1.69512 -0.01444 1.83494
C -2.75129 -0.87612 1.69137
C -2.72471 -1.63777 0.50968
O -1.63456 -1.47439 -0.27490
H -5.64918 -3.26581 0.97785
H -4.41161 -0.22546 4.56856
H -2.49265 1.33504 4.78452
H -0.78588 1.42499 2.98860
O 0.88844 -0.51830 2.04036
S 1.05647 -0.93817 3.51048
C 2.37344 -2.18050 3.45503
C 2.20895 -3.18874 2.31453
C 3.16853 -2.97386 1.14060
C 2.66163 -3.72498 -0.09446
S 1.61753 -2.64559 -1.15230
O 1.40333 -1.38758 -0.28605
C 2.79381 -2.17050 -2.38162
C 2.80239 -2.91113 -3.55629
C 3.74129 -2.59919 -4.53014
C 4.63669 -1.55588 -4.32497
C 4.60538 -0.82119 -3.14371
C 3.67919 -1.12702 -2.15607
C -0.32679 -1.93552 3.99360
C -1.02616 -2.76413 3.12357
C -2.05600 -3.54318 3.63053
C -2.36939 -3.49450 4.98529
C -1.66428 -2.65732 5.84223
C -0.64101 -1.86116 5.34727
H 2.30691 -2.63107 4.44706
H 3.31257 -1.62603 3.40183
H 1.18631 -3.14189 1.94157
H 2.33982 -4.19976 2.70317
H 4.17255 -3.31826 1.39020
H 3.24400 -1.91022 0.91793
H 2.03225 -4.57372 0.17600
H 3.45120 -4.07773 -0.75426
H 2.09153 -3.71624 -3.71635
H 3.77053 -3.16956 -5.44969
H 5.36494 -1.31507 -5.08904
H 5.31153 -0.01472 -2.99027
H 3.65178 -0.57617 -1.22449
H -0.79389 -2.79700 2.06644
H -2.61165 -4.19432 2.96665
H -3.16880 -4.11258 5.37498
H -1.91599 -2.61540 6.89413
H -0.09817 -1.19207 6.00800
C 2.38386 2.34281 -1.81604
Sb 1.74686 1.84678 0.13342
C 3.55827 1.54808 1.18917
C 1.21603 3.79468 0.90117
C 0.78102 4.69091 -0.22489
C 1.73551 5.46363 -0.88260
C 1.40287 6.24701 -1.97713
C 0.09287 6.26435 -2.43605
C -0.86884 5.52039 -1.77292
C -0.54461 4.73581 -0.66497
C -1.65953 4.03776 0.06233
Sb -2.01846 1.97691 -0.39970
C -2.57946 2.12615 -2.43519
C -3.95821 1.82762 0.42956
H 3.32247 2.89145 -1.75126
H 1.62733 2.97554 -2.27905
H 2.52025 1.43364 -2.39617
H 4.30501 2.20872 0.75168
H 3.90078 0.51646 1.13568
H 3.39308 1.82298 2.22926
H 2.11167 4.17513 1.39177
H 0.45208 3.65030 1.66274
H 2.75903 5.45998 -0.51886
H 2.15891 6.85217 -2.46061
H -0.18423 6.87976 -3.28215
H -1.90330 5.57837 -2.09795
H -2.61884 4.47383 -0.22228
H -1.58398 4.10400 1.14735
H -3.19682 3.02016 -2.50969
H -3.17486 1.25620 -2.70603
H -1.72069 2.22416 -3.09529
H -4.51462 2.67903 0.03689
H -3.93869 1.87866 1.51558
H -4.43619 0.90451 0.10565
C 0.69695 0.10828 -4.48947
N -0.53290 -0.53219 -4.00754
C -1.44587 -1.10358 -5.01003
C -0.86561 -0.51828 -2.74857
O -0.13266 0.03011 -1.86354
H 1.04607 -0.42978 -5.36656
H 1.45668 0.07774 -3.71610
H 0.49673 1.14404 -4.76501
H -0.90092 -1.81490 -5.62679
H -1.84361 -0.31228 -5.64435
H -2.26311 -1.61496 -4.50644
H -1.79119 -1.02267 -2.48025
*
```



Record 6
One molecule with the formula H2N2O3S. Source: OMol25; level of theory: wB97M-V/def2-TZVPD.

As for the SMILES: O=[N+]([O-])N(O)S. The calculation puts the HOMO-LUMO gap at 10.3 eV.

The geometry in ORCA input format:
```
! wB97M-V def2-TZVPD RIJCOSX def2/J DEFGRID3
* xyz 0 1
N -0.86106 -0.36206 0.29788
N 0.24759 0.24161 -0.17359
O -1.14100 -0.02145 1.43617
O -1.46451 -1.18678 -0.32569
O 0.91473 0.97263 0.98728
S 1.22477 -0.34605 -1.39219
H 0.42050 0.58509 1.74507
H 0.65898 0.11700 -2.57492
*
```



Record 7
An isolated ion of composition C10H17N2O2 and charge +1. Source: OMol25; level of theory: wB97M-V/def2-TZVPD.

As for the SMILES: C=C([N@@H+](C)CC(=O)NC=O)C1(C)CC1. The calculation puts the HOMO-LUMO gap at 10.3 eV.

The geometry in ORCA input format:
```
! wB97M-V def2-TZVPD RIJCOSX def2/J DEFGRID3
* xyz 1 1
C -1.77447 -0.29153 -1.70206
C -0.35960 -1.41416 -3.48012
C -0.95314 0.92136 -1.60410
C 0.24821 -2.10932 0.93147
C 1.52475 -1.67548 1.53057
C 0.71827 0.25513 0.02993
C 0.46504 -0.67133 1.26513
C 1.85585 0.42711 -0.66658
C -0.32110 -0.09536 2.34751
C -0.42792 2.55778 0.17741
N -1.55132 -1.17330 -2.80006
N -0.50744 1.08361 -0.22084
O -2.64769 -0.57172 -0.93461
O 0.66098 -0.82085 -3.22336
H -0.02531 0.82876 -2.12517
H -1.39674 1.67273 -2.15454
H 0.44462 -2.24247 -0.15098
H -0.49718 -2.73875 1.38188
H 1.75777 -1.88404 2.46685
H 2.34564 -1.94056 0.92947
H 1.91710 1.07909 -1.39569
H -0.47916 -2.13970 -4.27168
H 2.56292 -0.35926 -0.55333
H -0.12566 0.99711 2.61300
H 0.02942 -0.80395 3.21720
H -1.41412 -0.32652 2.62551
H -0.11181 2.60990 1.30100
H 0.46580 2.93720 -0.54377
H -1.31234 3.14667 0.01507
H -2.30863 -1.92480 -2.80083
H -1.26617 0.63396 0.37087
*
```



Record 8
C13H16LaN2PSe as an isolated structure. Source: OMol25; level of theory: wB97M-V/def2-TZVPD.

The calculation puts the HOMO-LUMO gap (spin up / spin down) at 4.6 / 4.2 eV.

The geometry in ORCA input format:
```
! wB97M-V def2-TZVPD RIJCOSX def2/J DEFGRID3
* xyz 0 1
C -0.30867 -0.01295 -4.52473
C -1.10714 1.15162 -4.27110
C -0.24552 2.22851 -3.94226
C 1.09928 1.78267 -4.05576
C 1.09372 0.39572 -4.40593
La 0.28623 -0.00359 -1.89562
P -0.02691 -2.82646 -2.18023
H -0.65560 -0.96380 -4.91769
H -2.18778 1.22207 -4.39831
H -0.55785 3.24682 -3.73376
H 1.95428 -0.21909 -4.67666
H 1.98514 2.41855 -3.96679
H 1.10057 -3.58381 -2.67528
H -1.07617 -3.57192 -2.80999
H -0.10350 -3.43288 -0.85607
C -2.32231 0.78354 1.68013
N -0.89501 0.50186 1.75663
C 0.02435 1.03389 0.90427
Se -0.36707 2.29384 -0.44068
N 1.25979 0.64900 1.40058
C 1.10217 -0.00692 2.62644
C 2.02757 -0.38918 3.58270
C 1.52475 -0.92240 4.78264
C 0.13649 -1.02210 5.00298
C -0.78257 -0.61025 4.03026
C -0.25898 -0.11866 2.83953
H -2.78495 0.39630 2.59192
H -2.76700 0.29116 0.80398
H -2.50246 1.86512 1.60531
H 2.14879 1.04038 1.09350
H 3.09136 -0.27207 3.37784
H 2.20400 -1.26286 5.56164
H -0.22208 -1.42538 5.95008
H -1.86690 -0.65674 4.16042
*
```



Calculated molecular weight in order - 751.9, 213.9, 882.3, 124.6, 1279.2, 110.1, 197.3, 449.1 g mol⁻¹
Calculated energy above the lowest of the compared OMol25 structures with the same formula, charge and spin in order - 1.0817, 3.8097, 0.0000, 0.1143, 0.6149, 3.8802, 4.1272, 0.0000 eV